# 1
Entry from the Open Molecules 2025 dataset: C3H9NOS as an isolated structure in a non-equilibrium geometry (ωB97M-V with the def2-TZVPD basis set).

Calculated values
orbital gap	6.55	eV
LUMO energy	-2.827	eV
energy above the lowest of the compared OMol25 structures with the same formula, charge and spin	4.184	eV
DFT total energy	-647.74433	Eh
strongest force on any atom	0.033	Eh/bohr
total charge	0

XYZ file:
```
15
Properties=species:S:1:pos:R:3:nbo_charge:R:1
S -2.016 -0.879 2.617 -0.22
O 2.209 -0.583 -0.334 -0.73
N -0.326 -1.178 0.526 -0.64
C 0.045 0.190 0.191 -0.09
C 1.106 0.131 -0.888 -0.06
C -1.169 0.991 -0.256 -0.63
H 1.412 1.133 -1.186 0.17
H 0.515 0.720 1.019 0.19
H -0.940 1.662 -1.079 0.21
H -1.192 -1.195 1.073 0.30
H 2.837 -0.808 -1.024 0.48
H 0.694 -0.408 -1.742 0.17
H -1.585 1.581 0.558 0.23
H 0.360 -1.668 1.105 0.40
H -1.951 0.311 -0.579 0.22
```

=====

# 2
Entry from the Open Molecules 2025 dataset: one molecule with the formula C3H9NOS in a non-equilibrium geometry (ωB97M-V with the def2-TZVPD basis set).

Calculated values
orbital gap	9.52	eV
LUMO energy	0.751	eV
energy above the lowest of the compared OMol25 structures with the same formula, charge and spin	1.346	eV
DFT total energy	-647.84861	Eh
strongest force on any atom	0.049	Eh/bohr
SMILES	N[C@@H](CO)CS
total charge	0

XYZ file:
```
15
Properties=species:S:1:pos:R:3:nbo_charge:R:1
S 1.843 -1.071 0.391 -0.10
O -0.669 1.977 -1.157 -0.72
N -1.903 -0.372 0.897 -0.84
C 0.509 0.168 0.802 -0.50
C -0.816 0.592 -1.305 -0.09
C -0.787 -0.234 -0.008 -0.09
H 0.892 1.165 0.604 0.22
H -2.496 0.454 0.990 0.36
H 0.344 0.051 1.875 0.24
H 1.981 -1.603 1.607 0.13
H -2.589 -1.070 0.597 0.36
H -0.200 0.110 -2.105 0.18
H 0.165 2.239 -1.549 0.47
H -1.827 0.416 -1.730 0.17
H -0.615 -1.239 -0.436 0.20
```

=====

# 3
Entry from the Open Molecules 2025 dataset: C3H9NOS as an isolated structure in a non-equilibrium geometry (ωB97M-V with the def2-TZVPD basis set).

Calculated values
orbital gap (alpha / beta)	4.53 / 6.55	eV
LUMO energy (alpha / beta)	0.359 / -4.230	eV
energy above the lowest of the compared OMol25 structures with the same formula, charge and spin	3.719	eV
DFT total energy	-647.53879	Eh
strongest force on any atom	0.141	Eh/bohr
spin multiplicity	3
total charge	0
⟨S²⟩	2.01

XYZ file:
```
15
Properties=species:S:1:pos:R:3:mulliken_spin:R:1
S -1.382 0.158 0.260 0.50
O -1.823 1.145 -0.747 0.03
N -2.059 -1.203 0.108 0.88
C 0.404 -0.124 0.239 0.19
C 0.819 -1.151 -0.715 0.05
C 1.107 1.192 0.175 0.08
H 0.552 2.022 0.790 -0.02
H 1.797 -1.611 -0.417 -0.03
H -3.061 -1.209 -0.010 -0.04
H 0.064 -1.898 -0.715 0.00
H 1.163 1.689 -0.887 0.00
H 0.797 -0.616 -1.724 -0.01
H 0.925 -0.472 1.517 0.12
H 2.128 1.376 0.575 -0.06
H -1.431 0.701 1.553 0.31
```

=====

# 4
Entry from the Open Molecules 2025 dataset: an isolated ion of composition C3H9NOS2 and charge -1 in a non-equilibrium geometry (ωB97M-V with the def2-TZVPD basis set).

Calculated values
orbital gap (alpha / beta)	3.40 / 7.15	eV
LUMO energy (alpha / beta)	3.385 / 3.362	eV
energy above the lowest of the compared OMol25 structures with the same formula, charge and spin	0.464	eV
DFT total energy	-1046.04228	Eh
strongest force on any atom	0.067	Eh/bohr
spin multiplicity	2
total charge	-1
⟨S²⟩	0.75

XYZ file:
```
16
Properties=species:S:1:pos:R:3:mulliken_spin:R:1
S -0.056 -0.635 1.203 0.42
S 1.514 -0.213 2.614 0.52
O -1.781 -0.136 -3.024 0.01
N -0.164 1.797 -0.941 -0.01
C -1.388 -0.239 -1.639 -0.05
C 0.833 -0.357 -0.367 0.01
C -0.038 0.424 -1.381 0.04
H 0.519 0.406 -2.325 0.00
H -1.296 -1.304 -1.441 0.02
H -2.196 0.180 -1.042 0.02
H -1.248 0.560 -3.419 0.00
H 0.318 1.943 -0.062 0.01
H 0.963 0.861 3.199 0.00
H -1.083 2.212 -0.942 0.00
H 1.710 0.287 -0.255 -0.03
H 1.056 -1.333 -0.799 0.04
```

=====

# 5
Entry from the Open Molecules 2025 dataset: one molecule with the formula C3H9NOS2 in a non-equilibrium geometry (ωB97M-V with the def2-TZVPD basis set).

Calculated values
orbital gap	9.55	eV
LUMO energy	0.564	eV
energy above the lowest of the compared OMol25 structures with the same formula, charge and spin	2.586	eV
DFT total energy	-1045.99059	Eh
strongest force on any atom	0.093	Eh/bohr
SMILES	N[C@@H](CO)CSS
total charge	0

XYZ file:
```
16
Properties=species:S:1:pos:R:3:nbo_charge:R:1
S -0.916 -0.419 -2.294 0.13
S -0.617 -2.276 -2.581 -0.13
O -1.122 -0.220 2.383 -0.70
N 1.570 0.660 1.012 -0.84
C -0.956 0.318 1.105 -0.07
C 0.393 0.062 0.278 -0.09
C 0.137 0.503 -1.178 -0.62
H -1.839 -0.160 0.532 0.18
H 2.198 -0.056 1.086 0.36
H 0.202 -2.576 -3.740 0.12
H 1.297 1.096 1.976 0.36
H 1.221 0.632 -1.611 0.24
H -1.130 1.375 1.186 0.16
H -0.830 0.549 3.040 0.46
H -0.154 1.611 -1.421 0.26
H 0.545 -1.099 0.227 0.19
```

=====

# 6
Entry from the Open Molecules 2025 dataset: one molecule with the formula C3H9NP2 in a non-equilibrium geometry (ωB97M-V with the def2-TZVPD basis set).

Calculated values
orbital gap	8.88	eV
LUMO energy	0.259	eV
energy above the lowest of the compared OMol25 structures with the same formula, charge and spin	2.513	eV
DFT total energy	-857.05183	Eh
strongest force on any atom	0.050	Eh/bohr
SMILES	C=P[C@@H](C)NP
total charge	0

XYZ file:
```
15
Properties=species:S:1:pos:R:3:nbo_charge:R:1
P -1.014 0.703 -1.027 0.67
P 1.913 1.331 -0.924 0.52
N 1.553 0.150 0.217 -0.95
C 0.113 -0.002 0.332 -0.34
C -2.498 0.710 -0.264 -0.85
C -0.323 -1.474 0.380 -0.64
H 2.660 0.334 -1.617 -0.03
H 3.223 1.641 -0.475 -0.04
H 0.172 -2.144 -0.397 0.22
H -1.412 -1.498 0.179 0.22
H 1.880 0.242 1.183 0.39
H 0.038 -1.713 1.331 0.21
H -3.289 0.835 -0.931 0.21
H -2.745 0.418 0.715 0.21
H -0.272 0.467 1.297 0.19
```

=====

# 7
Entry from the Open Molecules 2025 dataset: one molecule with the formula C3H9NP2 in a non-equilibrium geometry (ωB97M-V with the def2-TZVPD basis set).

Calculated values
orbital gap (alpha / beta)	7.17 / 6.14	eV
LUMO energy (alpha / beta)	1.020 / -2.505	eV
energy above the lowest of the compared OMol25 structures with the same formula, charge and spin	1.428	eV
DFT total energy	-856.94771	Eh
strongest force on any atom	0.110	Eh/bohr
spin multiplicity	3
total charge	0
⟨S²⟩	2.01

XYZ file:
```
15
Properties=species:S:1:pos:R:3:mulliken_spin:R:1
P 1.793 0.527 -0.971 0.00
P -1.316 0.334 -0.930 0.95
N 0.900 0.213 0.471 0.13
C -0.372 -0.677 0.358 0.06
C 0.084 -2.066 -0.020 0.00
C -2.815 0.814 -0.373 0.84
H 1.199 -2.150 0.148 0.00
H 0.625 1.052 0.943 -0.03
H 1.088 1.632 -1.477 0.00
H -0.064 -2.386 -1.001 0.00
H 2.720 1.562 -0.623 0.00
H -3.401 0.587 0.534 0.02
H -0.353 -2.887 0.673 0.00
H -0.964 -0.444 1.271 0.01
H -3.337 1.344 -1.218 0.02
```

=====

# 8
Entry from the Open Molecules 2025 dataset: a 2-piece molecular cluster, C3H9NS overall in a non-equilibrium geometry (ωB97M-V with the def2-TZVPD basis set).

Calculated values
orbital gap (alpha / beta)	2.40 / 8.26	eV
LUMO energy (alpha / beta)	3.569 / 3.468	eV
energy above the lowest of the compared OMol25 structures with the same formula, charge and spin	2.947	eV
DFT total energy	-572.52139	Eh
strongest force on any atom	0.106	Eh/bohr
spin multiplicity	2
total charge	-1
⟨S²⟩	0.75

XYZ file:
```
14
Properties=species:S:1:pos:R:3:mulliken_spin:R:1
S 1.600 1.326 -0.973 0.79
N -1.332 -2.143 -0.369 0.06
C 3.093 1.433 0.139 1.57
C -2.339 -1.321 0.390 0.05
C -2.584 -0.005 0.124 0.08
H -0.555 -2.461 0.158 -0.04
H 2.957 1.419 1.142 -0.84
H -2.778 -1.945 1.108 -0.04
H 3.572 2.361 -0.222 -0.20
H -3.239 0.733 0.611 -0.03
H 3.816 0.595 -0.179 -0.27
H -2.067 0.230 -0.864 -0.02
H 0.800 1.446 0.027 -0.10
H -0.943 -1.668 -1.093 0.00
```

=====

# 9
Entry from the Open Molecules 2025 dataset: one molecule with the formula C3H9NS in a non-equilibrium geometry (ωB97M-V with the def2-TZVPD basis set).

Calculated values
orbital gap	9.61	eV
LUMO energy	0.950	eV
energy above the lowest of the compared OMol25 structures with the same formula, charge and spin	0.992	eV
DFT total energy	-572.60365	Eh
strongest force on any atom	0.050	Eh/bohr
SMILES	CNCCS
total charge	0

XYZ file:
```
14
Properties=species:S:1:pos:R:3:nbo_charge:R:1
S 1.563 0.915 -0.687 -0.05
N -1.319 -0.296 -0.018 -0.65
C 1.117 -0.820 -0.277 -0.51
C -0.099 -0.810 0.698 -0.22
C -2.546 -0.023 0.791 -0.42
H 0.079 -0.173 1.545 0.17
H 1.936 -1.210 0.283 0.22
H 0.500 1.465 -0.093 0.11
H 0.858 -1.440 -1.135 0.23
H -0.423 -1.809 1.004 0.20
H -1.038 0.467 -0.602 0.35
H -3.108 -0.917 1.108 0.19
H -3.263 0.477 0.087 0.21
H -2.153 0.491 1.649 0.17
```

=====

# 10
Entry from the Open Molecules 2025 dataset: one molecule with the formula C3H9NS in a non-equilibrium geometry (ωB97M-V with the def2-TZVPD basis set).

Calculated values
orbital gap	9.98	eV
LUMO energy	0.876	eV
energy above the lowest of the compared OMol25 structures with the same formula, charge and spin	0.622	eV
DFT total energy	-572.61725	Eh
strongest force on any atom	0.056	Eh/bohr
SMILES	C[C@@H](N)CS
total charge	0

XYZ file:
```
14
Properties=species:S:1:pos:R:3:nbo_charge:R:1
S 2.056 -0.241 -0.923 -0.06
N -1.675 0.620 0.257 -0.83
C -0.516 -0.154 -0.201 -0.07
C -0.209 -1.268 0.860 -0.63
C 0.659 0.773 -0.327 -0.51
H -2.415 0.426 -0.489 0.37
H 0.371 1.436 -1.157 0.21
H -1.373 1.577 0.272 0.36
H -0.090 -0.771 1.841 0.21
H 3.040 0.666 -1.141 0.13
H 0.800 -1.754 0.692 0.21
H 0.876 1.393 0.525 0.21
H -0.583 -0.627 -1.176 0.19
H -0.942 -2.076 0.966 0.22
```

=====

# 11
Entry from the Open Molecules 2025 dataset: one molecule with the formula C3H9NS in a non-equilibrium geometry (ωB97M-V with the def2-TZVPD basis set).

Calculated values
orbital gap	9.52	eV
LUMO energy	0.882	eV
energy above the lowest of the compared OMol25 structures with the same formula, charge and spin	0.744	eV
DFT total energy	-572.61275	Eh
strongest force on any atom	0.026	Eh/bohr
SMILES	CNCCS
total charge	0

XYZ file:
```
14
Properties=species:S:1:pos:R:3:nbo_charge:R:1
S -0.685 -0.762 1.422 -0.03
N 0.668 0.407 -1.702 -0.62
C -0.554 0.642 -0.944 -0.22
C -0.412 0.797 0.595 -0.57
C 1.655 -0.467 -1.090 -0.42
H 2.425 -0.689 -1.828 0.20
H 1.093 1.301 -1.899 0.35
H -0.921 1.603 -1.271 0.20
H 1.183 -1.389 -0.738 0.21
H 0.534 1.313 0.756 0.22
H 2.157 -0.025 -0.217 0.16
H -1.336 -0.066 -1.236 0.19
H -1.174 1.510 0.886 0.21
H 0.147 -0.665 2.470 0.13
```

=====

# 12
Entry from the Open Molecules 2025 dataset: a 2-piece molecular cluster, C3H9NS overall in a non-equilibrium geometry (ωB97M-V with the def2-TZVPD basis set).

Calculated values
orbital gap	9.35	eV
LUMO energy	0.854	eV
energy above the lowest of the compared OMol25 structures with the same formula, charge and spin	1.198	eV
DFT total energy	-572.59608	Eh
strongest force on any atom	0.025	Eh/bohr
SMILES	C=N.CSC
total charge	0

XYZ file:
```
14
Properties=species:S:1:pos:R:3:nbo_charge:R:1
S 0.040 -2.626 1.253 0.19
N 0.644 3.185 -2.456 -0.59
C 1.766 3.713 -2.240 -0.04
C 0.036 -0.829 1.109 -0.75
C -1.708 -2.972 1.466 -0.74
H 0.727 2.215 -2.745 0.33
H -2.142 -2.368 2.216 0.21
H 1.825 4.739 -1.889 0.16
H -1.749 -4.035 1.693 0.23
H 1.067 -0.510 1.158 0.23
H -0.441 -0.436 2.013 0.21
H -0.505 -0.434 0.253 0.21
H 2.720 3.199 -2.401 0.14
H -2.278 -2.840 0.571 0.21
```

=====

# 13
Entry from the Open Molecules 2025 dataset: C3H9NS as an isolated structure in a non-equilibrium geometry (ωB97M-V with the def2-TZVPD basis set).

Calculated values
orbital gap	6.92	eV
LUMO energy	-0.976	eV
energy above the lowest of the compared OMol25 structures with the same formula, charge and spin	8.408	eV
DFT total energy	-572.33111	Eh
strongest force on any atom	0.115	Eh/bohr
total charge	0

XYZ file:
```
14
Properties=species:S:1:pos:R:3:nbo_charge:R:1
S 0.237 0.193 -2.133 -0.03
N -1.179 0.908 0.518 -0.85
C -0.873 -0.580 0.253 -0.34
C 0.648 -0.696 0.562 -0.48
C 1.373 0.075 -0.516 -0.51
H -0.218 2.103 -1.962 0.20
H 1.679 1.223 -0.209 0.26
H -2.203 0.530 0.216 0.37
H 1.269 -1.802 0.608 0.20
H -1.348 0.950 1.819 0.32
H 0.782 -0.277 1.718 0.22
H -0.788 -0.699 -1.169 0.20
H 2.260 -0.714 -0.641 0.25
H -1.638 -1.215 0.937 0.18
```

=====

# 14
Entry from the Open Molecules 2025 dataset: one molecule with the formula C3H9NS in a non-equilibrium geometry (ωB97M-V with the def2-TZVPD basis set).

Calculated values
orbital gap	9.53	eV
LUMO energy	1.002	eV
energy above the lowest of the compared OMol25 structures with the same formula, charge and spin	1.252	eV
DFT total energy	-572.59407	Eh
strongest force on any atom	0.098	Eh/bohr
SMILES	CNCCS
total charge	0

XYZ file:
```
14
Properties=species:S:1:pos:R:3:nbo_charge:R:1
S -1.373 1.024 1.151 -0.04
N 1.039 -0.924 -0.196 -0.67
C 2.416 -0.961 -0.736 -0.41
C 0.240 -0.061 -0.943 -0.20
C -1.250 -0.030 -0.371 -0.51
H 2.345 -1.207 -1.829 0.20
H -1.839 0.369 -1.170 0.22
H 0.245 -0.398 -1.994 0.18
H 0.633 1.003 -0.874 0.15
H 2.978 -1.942 -0.377 0.20
H -0.163 0.772 1.482 0.10
H 2.923 -0.087 -0.516 0.18
H 0.755 -1.064 0.743 0.38
H -1.617 -1.053 -0.208 0.21
```

=====

# 15
Entry from the Open Molecules 2025 dataset: one molecule with the formula C3H9NS in a non-equilibrium geometry (ωB97M-V with the def2-TZVPD basis set).

Calculated values
orbital gap	8.82	eV
LUMO energy	0.879	eV
energy above the lowest of the compared OMol25 structures with the same formula, charge and spin	3.282	eV
DFT total energy	-572.51948	Eh
strongest force on any atom	0.113	Eh/bohr
total charge	0

XYZ file:
```
14
Properties=species:S:1:pos:R:3:nbo_charge:R:1
S -0.006 0.371 1.452 0.99
N 1.483 -0.018 1.371 -1.14
C -0.064 1.789 0.348 -0.81
C -0.991 -0.940 0.006 -0.50
C 0.017 -1.063 -1.142 -0.68
H 0.006 -0.412 -2.100 0.21
H 0.434 2.574 0.889 0.24
H -1.107 2.005 0.044 0.24
H 0.608 1.544 -0.593 0.25
H 1.525 -0.928 1.806 0.35
H 0.854 -0.640 -0.716 0.24
H 0.241 -2.120 -1.414 0.22
H -1.890 -0.300 -0.385 0.21
H -1.110 -1.863 0.434 0.20
```

=====

# 16
Entry from the Open Molecules 2025 dataset: a 2-piece molecular cluster, C3H9NS overall in a non-equilibrium geometry (ωB97M-V with the def2-TZVPD basis set).

Calculated values
orbital gap (alpha / beta)	8.11 / 3.03	eV
LUMO energy (alpha / beta)	-4.177 / -9.258	eV
energy above the lowest of the compared OMol25 structures with the same formula, charge and spin	1.613	eV
DFT total energy	-572.26058	Eh
strongest force on any atom	0.023	Eh/bohr
spin multiplicity	2
total charge	+1
⟨S²⟩	0.75

XYZ file:
```
14
Properties=species:S:1:pos:R:3:mulliken_spin:R:1
S 1.774 -0.059 -3.485 0.96
N -1.943 1.297 2.671 0.00
C 1.589 -0.137 -1.700 -0.03
C 0.835 -1.457 -1.421 0.04
C -2.547 1.421 3.778 0.00
H 0.938 0.669 -1.351 -0.01
H 0.721 -1.688 -0.366 0.01
H -3.185 2.250 4.047 0.00
H -2.146 2.060 2.027 0.00
H 2.415 -1.241 -3.627 -0.01
H 1.402 -2.310 -1.801 0.00
H -0.100 -1.384 -1.961 -0.01
H -2.354 0.628 4.501 0.00
H 2.601 -0.051 -1.311 0.04
```